The following is a quantum chemistry calculation of a 5-piece molecular cluster, C12H33NO5 overall at a distorted geometry, from the Open Molecules 2025 dataset.

Structure (XYZ):
```
51
Properties=species:S:1:pos:R:3:forces:R:3
O -1.2597 0.7325 -1.2410 0.5 0.8 -1.1
O -0.3687 -2.4544 0.6664 -1.0 -2.4 -0.3
O 2.7892 -1.3170 -3.9902 0.1 1.0 1.0
O 0.8768 -0.1696 -0.0305 0.6 -1.2 2.3
O 2.2972 2.1588 0.4467 0.2 -3.0 -2.6
N 1.9655 0.0919 -2.2203 6.0 -0.6 -5.7
C 1.4362 2.7477 1.4137 0.2 -3.7 -2.7
C -3.2554 1.0722 0.1387 -4.3 -2.4 -2.0
C -3.3551 -0.5187 -1.8462 0.5 -1.1 1.5
C 1.4169 1.1266 -3.0273 0.6 0.8 -3.9
C 0.9253 -2.3132 -2.9596 -1.4 7.3 8.1
C -2.4328 0.1815 -0.7264 -0.4 -3.7 0.9
C 1.9860 2.2790 2.7391 -0.5 1.3 0.6
C -0.9558 -1.4592 2.8136 3.8 2.1 -0.4
C -0.1555 -2.4996 2.0226 0.2 -1.1 2.7
C 1.3463 4.1504 1.0427 -3.5 1.1 -2.7
C -0.5052 -3.9803 2.5589 -3.7 3.4 -6.8
C 1.9878 -1.2173 -3.1089 0.4 -1.4 -1.8
H 1.6620 2.0546 -2.6730 -0.5 2.3 1.9
H 0.4870 4.5493 1.5891 0.4 0.7 0.2
H -1.9636 -1.6047 2.7006 -2.6 -0.3 0.2
H 0.4663 0.8880 -3.3214 -3.1 0.1 0.5
H -0.5408 -1.3028 3.8190 -0.7 -1.0 0.2
H 0.7580 -2.8802 -3.7143 -1.0 -3.0 -5.4
H 1.0350 -0.6788 0.8447 -0.1 1.7 -2.4
H 1.4036 -0.1309 -1.4650 -1.4 -0.5 4.5
H -2.9261 1.0850 1.0846 1.4 0.5 3.5
H -3.9383 0.3407 -2.2318 -0.4 -1.0 -0.1
H -4.0089 -1.5633 -1.3754 1.9 3.6 -1.6
H -1.6619 -3.9396 2.6110 1.8 -0.7 -0.2
H -0.1866 -1.6018 0.3282 0.3 1.7 -0.8
H -0.1490 -4.1682 3.4300 2.4 -1.1 5.7
H 1.7672 1.3421 -4.0899 1.1 -1.5 1.0
H 3.1010 2.3393 3.0377 -1.8 0.6 -1.0
H 3.0091 0.4821 -2.0940 -2.7 -2.0 0.7
H -0.0678 -1.6604 -2.4821 2.4 -2.3 -1.6
H -0.3869 0.4096 -0.8541 -1.6 -0.1 0.8
H 0.4345 2.2033 1.2560 1.0 1.0 0.6
H 1.2903 2.9655 3.3045 0.9 -1.6 1.3
H -0.6677 -0.4167 2.4661 -0.7 -1.0 -0.4
H -0.1121 -4.6662 1.7990 -0.4 -0.1 0.3
H 1.9412 1.2013 0.1199 0.3 2.6 1.6
H -4.4041 0.6898 0.2161 2.6 0.2 -0.1
H 0.8942 -2.2924 2.2861 0.3 -0.2 -0.3
H 1.0328 4.3706 -0.1438 1.0 -1.0 3.1
H -3.4567 1.9891 -0.2593 0.1 2.9 -1.1
H 2.2539 4.5863 1.2503 1.9 1.6 0.4
H -2.6381 -0.8361 -2.6341 -0.7 -0.2 0.3
H 1.7641 1.2111 2.6312 -0.3 0.2 1.2
H 1.2233 -2.9361 -2.1285 0.0 -0.1 0.5
H -2.1538 -0.6408 0.0005 0.0 0.4 -0.9
```
Forces are in eV/Å.

Properties
relative energy (zero: lowest compared OMol25 entry of this formula, charge and spin): 626.8 kJ/mol
Kohn-Sham gap: 9.0 eV
net charge: 0

Atom charges from the natural (NBO) analysis, given in e for atoms 1 to 6: number 1, O, carries -0.801; number 2, O, carries -0.748; number 3, O, carries -0.490; number 4, O, carries -1.259; number 5, O, carries -0.831; number 6, N, carries -0.591

The following is a quantum chemistry calculation of a 4-piece molecular cluster, C12H34B3ClNO12PS3 overall at a distorted geometry, from the Open Molecules 2025 dataset.

Structure (XYZ):
```
67
Properties=species:S:1:pos:R:3:forces:R:3
Cl 5.4867 5.2236 -1.0396 -0.2 -0.2 1.4
S 1.8750 -0.4531 0.5182 0.4 0.3 -0.4
S -5.5944 -2.6592 -3.3515 -0.5 -0.3 0.1
S -4.1507 -4.6147 1.3180 0.8 0.2 0.4
P 1.0382 4.8863 1.7793 0.5 -2.7 -0.6
O -6.5660 -2.5915 -4.6580 0.2 -0.2 1.2
O -3.6650 -5.8533 0.7475 -0.5 1.1 0.1
O -5.2540 -1.3114 -2.9477 0.1 -1.0 -0.6
O 2.4236 0.5076 1.4516 -0.5 -1.3 -0.4
O 2.5748 7.0288 3.2856 2.9 -2.6 -2.3
O -2.8768 -3.6977 1.7561 -1.5 -0.9 0.4
O -4.5866 -3.6728 -3.5731 -0.5 1.1 0.1
O 0.9087 -1.4510 0.9215 0.7 0.7 0.1
O 5.0878 7.1823 2.4942 -3.7 -3.0 0.7
O -5.1126 -3.7786 0.6339 0.6 -0.8 0.2
O 3.2507 6.5901 0.8632 0.5 -2.2 4.4
O 3.0995 -1.1938 -0.2610 -1.1 0.8 0.0
N 1.8232 3.4710 1.4530 -1.1 0.9 1.9
C -4.7596 -4.9452 2.9533 0.1 0.1 0.1
C -2.3476 -2.3236 -0.1744 -0.3 0.0 -0.2
C 1.2212 0.4258 -0.8798 0.1 -0.1 -0.1
C 3.6472 -3.1526 1.0650 -0.3 -0.1 0.2
C 4.1154 -1.8215 0.5081 0.7 -0.6 0.6
C 7.1223 4.7347 2.9768 0.1 1.1 0.6
C 5.3918 4.9630 0.8292 0.7 0.1 0.5
C 6.9343 4.7684 1.3486 0.4 -1.5 -0.4
C -6.1276 -1.8626 -5.7956 0.4 0.4 -0.9
C -5.0940 -2.6400 -6.5882 0.4 -0.2 0.1
C -6.7961 -3.3043 -2.2139 -0.1 0.0 -0.1
C -1.8834 -3.4034 0.7845 1.0 0.5 -0.9
B 2.3536 6.2773 2.0317 1.8 3.5 -0.8
B 4.6135 6.2822 1.4254 -0.9 1.5 -0.7
B 4.0478 7.0331 3.5691 -0.6 0.9 -1.9
H -1.0019 -3.0440 1.3269 -0.3 -0.2 0.2
H 0.3165 0.9461 -0.5581 0.2 -0.1 0.1
H 2.8609 -3.0110 1.8123 0.1 0.0 -0.1
H 1.9651 1.1460 -1.2250 -0.1 -0.1 0.2
H 0.2030 5.1309 0.6147 0.1 0.6 1.1
H 4.4653 -1.1584 1.3063 -0.2 0.1 -0.1
H -5.4540 -3.6495 -6.8104 0.0 0.2 0.0
H 4.4745 -3.6852 1.5425 0.0 0.1 -0.1
H -5.7463 -0.8783 -5.5041 0.0 -0.1 0.1
H 7.6588 5.5386 0.8015 -1.8 -1.5 1.4
H -2.7158 -1.4503 0.3733 0.2 -0.1 0.0
H -4.9517 -3.9967 3.4571 0.0 -0.1 -0.1
H 0.9783 -0.2911 -1.6656 0.1 0.0 0.1
H 4.9642 -1.9942 -0.1628 -0.3 0.3 -0.1
H 4.3340 6.8594 4.7159 0.2 0.3 -0.3
H 0.2829 4.7521 3.0068 0.0 0.7 -0.9
H -1.5314 -2.0135 -0.8330 0.0 -0.1 0.2
H 6.1987 4.2616 3.5507 1.9 0.7 -1.4
H -6.2937 -3.4908 -1.2624 0.1 0.1 -0.2
H 1.5160 2.8342 2.2457 0.8 0.6 -1.3
H -4.1635 -2.7461 -6.0226 -0.1 0.0 -0.1
H -4.0165 -5.5319 3.4962 -0.1 0.1 -0.2
H -7.5894 -2.5667 -2.0806 0.1 -0.1 -0.1
H -4.8617 -2.1295 -7.5272 -0.1 0.0 0.1
H 3.2295 -3.7801 0.2713 0.1 0.1 0.1
H -3.1695 -2.6819 -0.8013 0.1 0.1 0.0
H 7.2208 5.8426 3.4114 -0.2 -2.4 -1.1
H 7.2835 3.6970 0.9533 -0.8 2.3 0.7
H -7.1949 -4.2381 -2.6133 0.1 0.1 0.0
H 8.1196 4.1734 3.2917 -2.3 1.0 -0.8
H -5.6887 -5.5114 2.8592 0.1 0.1 -0.2
H -1.5838 -4.3094 0.2472 -0.2 0.0 0.1
H 4.6976 4.0260 0.9776 1.4 1.7 -0.2
H -7.0076 -1.6936 -6.4260 0.0 -0.1 0.4
```
Forces are in eV/Å.

Properties
Kohn-Sham gap: 8.2 eV
structure (SMILES): CC[C@H](Cl)B1OBOB([PH2]=N)O1.CCOS(C)(=O)=O.CCOS(C)(=O)=O.CCOS(C)(=O)=O
net charge: 0

Atom charges from the natural (NBO) analysis, given in e for atoms 1 to 6: number 1, Cl, carries -0.087; number 2, S, carries 2.351; number 3, S, carries 2.346; number 4, S, carries 2.354; number 5, P, carries 0.926; number 6, O, carries -0.714

Number 1: E -24699.15825 eV. Number 2: E -95402.50143 eV.